*A*
{"formula": "C5H10N3", "method": "ωB97M-V/def2-TZVPD", "homo_lumo_gap_ev": 9.96, "homo_ha": -0.4938, "smiles": "C1=NC[C@@H]2[NH2+]CN[C@H]12", "e_lumo_ha": -0.1277, "total_charge": 1, "elements": ["C", "N", "C", "C", "N", "C", "N", "C", "H", "H", "H", "H", "H", "H", "H", "H", "H", "H"], "xyz": [[-1.6508, -1.2650, -0.0678], [-2.2175, -0.1799, -0.4208], [-1.4744, 1.0099, -0.1484], [-0.3343, 0.6305, 0.7685], [0.9776, 0.8988, 0.1071], [1.2538, -0.3845, -0.8314], [0.9061, -1.3321, 0.0483], [-0.3079, -1.1294, 0.7097], [-2.0064, -2.2943, -0.2000], [-2.1327, 1.9090, 0.2887], [-1.1624, 1.5168, -1.0585], [-0.2318, 1.1026, 1.6861], [1.8303, 0.9870, 0.6463], [1.0836, 1.7976, -0.4459], [2.3452, -0.2015, -0.9744], [0.5281, -0.3937, -1.6405], [1.5661, -2.0467, 0.3593], [-0.2294, -1.6675, 1.7356]], "mulliken_charge": [-0.128, -0.473, -0.597, -0.300, -0.390, -0.577, -0.173, -0.111, 0.395, 0.312, 0.318, 0.512, 0.399, 0.344, 0.403, 0.322, 0.281, 0.463]}



*B*
{"formula": "C5H10N3", "method": "ωB97M-V/def2-TZVPD", "homo_lumo_gap_ev": 10.06, "homo_ha": -0.5095, "smiles": "[H]/N=C/C/N=C\\C=[NH+]/C", "e_lumo_ha": -0.1397, "total_charge": 1, "elements": ["H", "N", "C", "C", "N", "C", "C", "N", "C", "H", "H", "H", "H", "H", "H", "H", "H", "H"], "xyz": [[1.3842, -1.8977, -0.9464], [0.7156, -1.4027, -0.3497], [0.7238, -1.8483, 0.7845], [-0.3051, -1.2790, 1.7567], [-1.2137, -0.2576, 1.4284], [-1.3900, 0.2504, 0.2619], [-0.6486, 0.1402, -1.0587], [-0.0474, 1.1842, -1.5554], [0.5861, 2.1126, -0.7274], [1.3758, -2.7330, 1.0209], [-0.8579, -2.1805, 2.0592], [0.2652, -0.9607, 2.6284], [-2.1814, 1.0935, 0.2128], [-1.2089, -0.5297, -1.7139], [0.3469, 1.0754, -2.5029], [1.6699, 2.1517, -0.7338], [0.3362, 3.0723, -0.9891], [0.4494, 2.0090, 0.4246]], "mulliken_charge": [0.225, -0.334, -0.034, -0.555, -0.371, -0.267, -0.007, -0.034, -0.906, 0.392, 0.345, 0.361, 0.356, 0.468, 0.312, 0.341, 0.392, 0.317]}



Relative energy table, unit kJ/mol: *A* 0.0; *B* 29.6



*A*
{"formula": "C3H13NO2", "method": "ωB97M-V/def2-TZVPD", "homo_lumo_gap_ev": 9.98, "homo_ha": -0.3379, "smiles": "CCCN.O.O", "e_lumo_ha": 0.0290, "total_charge": 0, "elements": ["C", "C", "C", "N", "H", "H", "H", "H", "H", "H", "H", "H", "H", "O", "H", "H", "O", "H", "H"], "xyz": [[0.9478, 0.0194, 0.9010], [0.5345, 1.4795, 1.0006], [0.2192, 2.0389, -0.4000], [-0.5581, 3.2790, -0.3919], [1.3933, -0.4232, 1.7979], [0.1415, -0.6912, 0.6926], [1.6799, -0.2244, 0.1193], [1.3071, 2.1201, 1.4208], [-0.3751, 1.4398, 1.6004], [1.0961, 2.1271, -1.0432], [-0.3574, 1.2792, -0.9438], [-1.4272, 3.1225, 0.1180], [-0.0573, 3.9474, 0.2012], [1.4654, -5.2629, -0.0553], [1.6759, -6.2149, -0.0965], [2.3527, -4.8716, 0.1310], [-2.5639, -0.4156, -0.8858], [-1.9542, -0.7826, -1.5520], [-3.1737, 0.0956, -1.4434]], "mulliken_charge": [-1.245, -0.160, -0.499, -0.681, 0.347, 0.289, 0.319, 0.298, 0.230, 0.358, 0.240, 0.259, 0.261, -0.644, 0.321, 0.323, -0.644, 0.319, 0.310]}



*B*
{"formula": "C3H13NO2", "method": "ωB97M-V/def2-TZVPD", "homo_lumo_gap_ev": 9.16, "homo_ha": -0.3132, "smiles": "CN(C)C.O.O", "e_lumo_ha": 0.0234, "total_charge": 0, "elements": ["C", "N", "C", "C", "H", "H", "H", "H", "H", "H", "H", "H", "H", "O", "H", "H", "O", "H", "H"], "xyz": [[0.4884, -1.3425, 0.0040], [-0.8260, -0.7374, -0.1342], [-1.8050, -1.8158, -0.7794], [-1.3445, -0.2606, 1.1640], [1.0703, -1.0836, 0.9046], [1.2046, -0.7357, -0.6440], [0.6122, -2.3690, -0.2688], [-2.1787, -2.5146, 0.0061], [-2.5135, -1.1491, -1.4224], [-1.2211, -2.2562, -1.3831], [-1.6073, -0.8758, 1.9933], [-2.1923, 0.4362, 1.1491], [-0.5963, 0.4449, 1.6511], [0.7387, 3.6999, -0.3067], [0.0780, 4.2112, -0.0177], [0.4127, 3.6047, -1.2387], [3.5188, 0.5815, -0.1396], [2.7779, 0.7290, -0.7561], [3.3831, 1.4327, 0.2185]], "mulliken_charge": [-0.796, -0.101, -1.021, -1.046, 0.362, 0.078, 0.368, 0.303, 0.290, 0.483, 0.401, 0.342, 0.318, -0.588, 0.269, 0.320, -0.614, 0.317, 0.313]}



*C*
{"formula": "C3H13NO2", "method": "ωB97M-V/def2-TZVPD", "homo_lumo_gap_ev": 10.00, "homo_ha": -0.3497, "smiles": "CCCN.O.O", "e_lumo_ha": 0.0179, "total_charge": 0, "elements": ["C", "C", "C", "N", "H", "H", "H", "H", "H", "H", "H", "H", "H", "O", "H", "H", "O", "H", "H"], "xyz": [[-2.0676, -0.1552, -2.1523], [-1.6933, 0.7799, -1.1351], [-0.2538, 0.7203, -0.6861], [0.0519, 1.8733, 0.2793], [-2.5129, 0.3223, -3.0475], [-2.6138, -1.0456, -1.8157], [-0.9946, -0.5805, -2.3384], [-1.9082, 1.9167, -1.3865], [-2.2721, 0.5234, -0.2151], [0.3709, 0.8025, -1.5851], [-0.1403, -0.2610, -0.1264], [1.0117, 1.6934, 0.5872], [-0.5033, 1.6708, 1.0932], [1.1236, -2.3140, 0.3472], [1.2754, -1.9744, -0.5404], [0.6077, -3.1402, 0.4228], [2.3375, -0.1966, 2.8101], [1.6756, -0.0222, 3.4103], [2.0393, -1.0037, 2.1691]], "mulliken_charge": [-0.930, -0.203, -0.472, -0.736, 0.250, 0.286, 0.224, 0.288, 0.193, 0.470, 0.154, 0.286, 0.239, -0.660, 0.322, 0.315, -0.653, 0.294, 0.335]}



*D*
{"formula": "C3H13NO2", "method": "ωB97M-V/def2-TZVPD", "homo_lumo_gap_ev": 9.59, "homo_ha": -0.3247, "smiles": "CC(C)N.O.O", "e_lumo_ha": 0.0276, "total_charge": 0, "elements": ["C", "C", "C", "N", "H", "H", "H", "H", "H", "H", "H", "H", "H", "O", "H", "H", "O", "H", "H"], "xyz": [[-2.0016, 1.0872, 0.0842], [-0.5610, 0.5354, 0.0355], [0.0164, 0.5464, -1.4010], [0.3510, 1.2259, 0.9041], [-2.4706, 0.7590, 1.0038], [-2.0296, 2.1852, 0.0414], [-2.4354, 0.6538, -0.8195], [-0.6778, -0.4972, 0.4285], [0.1154, 1.6029, -1.6311], [1.0430, 0.1702, -1.3344], [-0.5953, -0.0481, -2.0834], [1.1331, 0.6852, 1.2431], [-0.1225, 1.6414, 1.6957], [2.2947, -0.9963, 1.1805], [2.5082, -1.6120, 0.4806], [3.1288, -0.8640, 1.6122], [0.3019, -2.7145, -0.4367], [-0.1854, -2.2049, 0.2084], [0.1866, -2.1556, -1.2120]], "mulliken_charge": [-1.477, 1.190, -1.398, -0.678, 0.371, 0.361, 0.365, -0.331, 0.405, 0.294, 0.386, 0.238, 0.227, -0.588, 0.312, 0.264, -0.640, 0.388, 0.310]}



Relative energy table, unit kJ/mol: *A* 24.2; *B* 256.0; *C* 120.5; *D* 0.0